Computed, not measured: C23H59BIN6NbO7P as an isolated structure, with ωB97M-V/def2-TZVPD.

```
99
C23H59BIN6NbO7P ωB97M-V/def2-TZVPD
C 1.2235 3.9901 -5.8679
C -0.2832 3.7835 -6.0417
B -0.5768 3.7397 -7.5933
O -0.0759 2.6244 -8.2520
Nb -1.8384 5.2604 -8.8145
I -2.8987 3.4346 -10.7179
P -3.8814 5.0102 -7.3039
C -3.7645 6.3000 -5.9846
C -4.0123 3.4723 -6.2660
C -5.4195 2.8667 -6.2835
H 1.5353 3.8353 -4.8429
H 1.5213 4.9710 -6.2234
H 1.7377 3.2590 -6.4871
H -0.5339 2.8186 -5.6022
H -0.8321 4.5715 -5.5423
H 0.6928 2.8546 -8.7690
H -2.1783 6.8515 -9.7183
H -0.2212 5.2614 -9.6662
H -1.1466 6.4123 -7.6019
H -4.6247 6.1989 -5.3273
H -2.8605 6.1888 -5.4014
H -3.8079 7.2798 -6.4395
H -3.7649 3.7499 -5.2479
H -3.3184 2.7159 -6.6070
H -5.5347 2.2067 -7.1345
H -6.1629 3.6491 -6.4018
H -5.6419 2.3339 -5.3641
C 1.5470 3.2305 -0.7439
C 0.8190 2.5663 -1.8948
O 0.2680 3.2050 -2.7702
N 0.8038 1.2063 -1.9203
C 1.4016 0.2618 -0.9904
H 1.4659 4.3045 -0.8729
H 1.0999 2.9509 0.2115
H 2.6010 2.9499 -0.7352
H 0.3008 0.8381 -2.7121
H 2.1210 -0.3672 -1.5210
H 0.6396 -0.3791 -0.5567
H 1.9148 0.7705 -0.1841
C 2.4808 -3.5103 0.8035
C 2.2748 -2.3552 1.7611
O 1.6893 -1.3407 1.4155
N 2.7615 -2.4998 3.0173
C 3.4605 -3.6462 3.5869
H 2.0363 -3.2420 -0.1493
H 3.5421 -3.7107 0.6556
H 2.0029 -4.4164 1.1773
H 2.5817 -1.7026 3.6124
H 2.8912 -4.0358 4.4302
H 4.4549 -3.3564 3.9353
H 3.5641 -4.4267 2.8420
C -0.4235 -4.4838 4.7650
C 0.5409 -5.6028 5.0953
O 1.6561 -5.3711 5.5468
N 0.1202 -6.8640 4.8567
C -1.1656 -7.2633 4.3028
H 0.0564 -3.5398 5.0026
H -0.6881 -4.4967 3.7075
H -1.3396 -4.5739 5.3480
H 0.7953 -7.5734 5.0928
H -1.6936 -7.9120 5.0045
H -1.0185 -7.8111 3.3720
H -1.7748 -6.3982 4.0950
C -2.7129 -4.3195 0.6797
C -3.4911 -5.3759 1.4303
O -3.0985 -5.8322 2.4958
N -4.6508 -5.8057 0.8800
C -5.2670 -5.3814 -0.3641
H -1.8191 -4.0852 1.2480
H -2.4204 -4.6783 -0.3072
H -3.3021 -3.4103 0.5617
H -5.1215 -6.5075 1.4287
H -6.2558 -4.9615 -0.1774
H -5.3775 -6.2266 -1.0444
H -4.6593 -4.6265 -0.8490
C 5.5446 1.2313 6.3595
C 4.6065 0.5106 5.4202
O 3.3927 0.6221 5.4927
N 5.1496 -0.2868 4.4673
C 6.5439 -0.5741 4.1993
H 4.9467 1.8171 7.0491
H 6.1479 0.5217 6.9262
H 6.2087 1.8986 5.8098
H 4.4450 -0.7160 3.8897
H 6.8099 -0.2712 3.1857
H 6.7413 -1.6433 4.2952
H 7.1800 -0.0416 4.8978
C -1.9751 2.4723 4.6296
C -1.0639 3.5767 4.1354
O -1.4211 4.7423 4.1167
N 0.1735 3.2124 3.7154
C 0.7608 1.8815 3.6813
H -2.9163 2.9223 4.9266
H -2.1627 1.7414 3.8427
H -1.5375 1.9607 5.4872
H 0.7318 3.9874 3.3952
H 1.6595 1.8459 4.2955
H 1.0309 1.6095 2.6590
H 0.0597 1.1447 4.0558
```

The value obtained for the HOMO energy is -3.76 eV. The energy relative to the best compared isomer or geometry (same formula, charge and spin) comes out at 0.0 kJ/mol. As for the lowest unoccupied orbital energy: 1.32 eV. As for the net charge: -1. The value obtained for the gap between HOMO and LUMO is 5.08 eV.